1.
Below is a single C7H11Br molecule at a distorted geometry, with properties calculated with wB97M-V/def2-TZVPD.

Geometry (Å):
C (1.2195, 1.2992, -1.0909)
C (0.3584, 0.5953, -0.0429)
C (-0.2900, 1.6109, 0.8680)
C (-0.7349, -0.2195, -0.7374)
C (1.2913, -0.3428, 0.7364)
C (1.3839, -0.3411, 2.0589)
C (1.6340, -0.3078, 3.3443)
Br (0.8165, 0.8367, 4.6363)
H (1.8071, 2.0561, -0.6117)
H (0.5133, 1.7753, -1.8233)
H (1.8292, 0.5932, -1.6396)
H (-0.7776, 2.3935, 0.2835)
H (-0.9545, 1.1243, 1.6110)
H (0.5627, 2.1361, 1.3540)
H (-0.2974, -0.9318, -1.4800)
H (-1.4795, 0.4365, -1.2235)
H (-1.2749, -0.8208, -0.0074)
H (1.8785, -1.0737, 0.1839)
H (2.5685, -0.7652, 3.6349)

Cartesian forces (eV/Å) of the 6 atoms listed first:
-1.8 0.3 -0.9
1.3 0.4 -0.6
1.0 0.5 0.6
0.3 -0.9 -0.3
-0.6 -0.2 0.6
-0.5 0.0 -0.6

Computed properties:
Energy ... -77475.9688 eV
HOMO level ... -0.27762 hartree
Energy relative to the best compared isomer or geometry (same formula, charge and spin) ... 221.4 kJ/mol
SMILES ... CC(C)(C)C=C=CBr
Frontier orbital gap ... 6.670 eV

=====

2.
Below is a gas-phase ion, C2H3N2O2 (charge +1) at a distorted geometry, with properties calculated with wB97M-V/def2-TZVPD.

Geometry (Å):
C (0.7359, -0.7670, -0.0023)
C (-0.3564, 0.0356, 0.6524)
N (0.7250, 0.0007, -1.3115)
N (-0.1352, 0.9446, -1.1072)
O (1.4378, -1.6960, 0.1064)
O (-0.7311, 1.7862, -1.6485)
H (-1.4421, -0.2494, 0.6090)
H (-0.2525, 0.6303, 1.5858)
H (0.9382, -0.5320, -2.1634)

Cartesian forces (eV/Å) of the 6 atoms listed first:
0.0 0.5 -2.2
-1.3 1.9 -0.4
0.4 -1.2 -0.5
-1.7 -1.0 4.8
-0.5 0.2 1.0
1.2 -0.8 -1.0

Computed properties:
Energy ... -9184.7770 eV
HOMO level (alpha / beta) ... -0.61483 / -0.61480 hartree
Net charge ... +1
Energy relative to the best compared isomer or geometry (same formula, charge and spin) ... 535.2 kJ/mol
Frontier orbital gap (alpha / beta) ... 9.923 / 9.922 eV

=====

3.
Below is a molecular structure, C5H14NO2 at a distorted geometry, with properties calculated with wB97M-V/def2-TZVPD.

Geometry (Å):
C (-1.8178, -1.3666, 0.3144)
C (-1.3976, 0.0257, -0.2327)
C (0.1688, -0.0145, -0.6311)
C (0.1335, 1.7203, -1.4391)
C (1.0216, 1.2312, -0.4677)
O (2.3339, 0.9851, -0.9089)
N (-1.5586, 1.1494, 0.6479)
H (-1.0882, -2.0919, -0.0301)
H (-2.7306, -1.5573, -0.2500)
H (-1.8914, -1.2992, 1.3824)
H (-1.8897, 0.1509, -1.2400)
H (0.2926, -0.4741, -1.6124)
H (0.5584, -0.7956, 0.0306)
H (0.5217, 1.9643, -2.4737)
H (-0.7344, 2.3144, -1.1118)
H (0.3819, -1.6260, 2.0517)
H (1.0275, 1.6544, 0.5285)
H (-2.4891, 1.5375, 0.8293)
H (0.4264, -1.9708, 2.7107)
H (2.6811, 0.1707, -0.1349)
H (3.2807, -0.8904, 1.4246)
O (2.7695, -0.8176, 0.6125)

Cartesian forces (eV/Å) of the 6 atoms listed first:
0.1 1.0 -1.8
0.1 1.6 0.1
-3.9 -1.6 -0.8
1.0 2.1 -0.3
4.2 1.7 -0.8
-1.4 0.2 0.4

Computed properties:
Energy ... -10990.7329 eV
HOMO level ... -0.09128 hartree
Net charge ... -1
Energy relative to the best compared isomer or geometry (same formula, charge and spin) ... 663.1 kJ/mol
Frontier orbital gap ... 5.138 eV